(1)
Entry from the Open Molecules 2025 dataset: a 7-piece molecular cluster, H14O7 overall in a non-equilibrium geometry (the ωB97M-V functional and the def2-TZVPD basis).

Output
- Structure (SMILES): O.O.O.O.O.O.O
- Energy above the lowest of the compared OMol25 structures with the same formula, charge and spin: 195.0 kJ/mol

Cartesian coordinates (Å):
O 0.582 -0.103 3.584
H 0.243 0.375 4.339
H -0.160 -0.479 3.117
O -1.358 -0.531 1.717
H -2.192 -0.980 1.808
H -1.700 0.372 1.563
O 0.651 2.067 1.802
H -0.202 1.862 1.478
H 0.778 1.663 2.679
O -0.405 -2.094 -2.938
H -0.426 -2.284 -3.865
H -1.357 -2.119 -2.664
O 2.212 1.072 -0.997
H 3.074 0.690 -0.733
H 1.573 0.429 -0.627
O 0.008 -0.561 -0.613
H 0.042 -1.359 -1.173
H -0.536 -0.628 0.153
O -0.530 1.162 -2.946
H 0.061 0.667 -3.589
H -0.357 0.780 -2.098

Quick look at the Mulliken charges, all values in e: -0.69, 0.33, 0.40, -0.73, 0.29, 0.31, -0.58, 0.24, 0.35, -0.63, 0.29, 0.33, -0.61, 0.31, 0.38, -0.72, 0.31, 0.41, -0.64, 0.31, 0.37

---

(2)
Entry from the Open Molecules 2025 dataset: a 7-piece molecular cluster, H14O7 overall in a non-equilibrium geometry (the ωB97M-V functional and the def2-TZVPD basis).

Output
- Structure (SMILES): O.O.O.O.O.O.O
- Energy above the lowest of the compared OMol25 structures with the same formula, charge and spin: 330.7 kJ/mol

Cartesian coordinates (Å):
O -0.368 -0.898 0.042
H -0.437 0.001 -0.335
H 0.533 -0.833 -0.070
O 2.061 1.301 -1.062
H 1.922 1.772 -0.127
H 1.625 1.945 -1.642
O -0.905 -1.860 2.746
H -1.250 -1.223 3.246
H -0.808 -1.421 1.826
O 1.424 -0.564 -3.185
H 1.594 -1.407 -2.904
H 1.524 0.141 -2.462
O -2.758 -2.581 -0.116
H -1.857 -2.061 -0.243
H -2.417 -3.570 0.216
O -1.470 1.932 -0.888
H -1.763 2.025 0.131
H -0.912 2.593 -1.016
O 1.133 1.654 1.724
H 1.450 0.756 1.982
H 1.681 2.297 2.139

Quick look at the Mulliken charges, all values in e: -0.72, 0.35, 0.28, -0.68, 0.33, 0.33, -0.60, 0.27, 0.42, -0.61, 0.29, 0.34, -0.66, 0.37, 0.33, -0.65, 0.35, 0.27, -0.66, 0.35, 0.31

---

(3)
Entry from the Open Molecules 2025 dataset: a 7-piece molecular cluster, H14O7 overall in a non-equilibrium geometry (the ωB97M-V functional and the def2-TZVPD basis).

Output
- Structure (SMILES): O.O.O.O.O.O.O
- Energy above the lowest of the compared OMol25 structures with the same formula, charge and spin: 85.2 kJ/mol

Cartesian coordinates (Å):
O -1.201 2.586 -1.496
H -1.853 2.740 -0.799
H -1.264 1.586 -1.625
O -1.220 -1.877 0.959
H -1.912 -2.502 1.197
H -0.425 -2.412 0.817
O -0.633 0.721 2.162
H -1.407 1.269 2.335
H -1.057 -0.037 1.785
O 0.961 1.852 0.146
H 0.349 2.107 -0.610
H 0.432 1.325 0.718
O -0.759 0.022 -0.937
H 0.092 -0.297 -1.079
H -1.252 -0.649 -0.515
O 1.019 -2.817 -0.100
H 1.533 -1.962 -0.241
H 1.100 -3.222 -0.994
O 1.969 -0.281 -0.664
H 2.824 -0.250 -1.075
H 1.754 0.650 -0.478

Quick look at the Mulliken charges, all values in e: -0.73, 0.31, 0.40, -0.67, 0.28, 0.34, -0.68, 0.33, 0.34, -0.77, 0.41, 0.40, -0.54, 0.32, 0.31, -0.69, 0.36, 0.33, -0.72, 0.26, 0.39

---

(4)
Entry from the Open Molecules 2025 dataset: a 7-piece molecular cluster, H14O7 overall in a non-equilibrium geometry (the ωB97M-V functional and the def2-TZVPD basis).

Output
- Structure (SMILES): O.O.O.O.O.O.O
- Energy above the lowest of the compared OMol25 structures with the same formula, charge and spin: 403.4 kJ/mol

Cartesian coordinates (Å):
O -1.975 -0.562 1.494
H -1.561 0.063 1.178
H -1.623 -1.325 1.026
O -0.005 -2.725 0.809
H 0.027 -2.634 -0.050
H 0.621 -1.948 0.855
O -0.201 0.924 0.154
H 0.482 0.279 0.528
H -0.397 1.850 0.330
O 1.799 -0.603 0.459
H 2.657 -0.529 0.857
H 2.002 -1.144 -0.341
O 0.089 3.688 1.442
H 0.899 3.961 1.939
H -0.520 3.846 2.104
O 0.301 0.991 -2.578
H 0.178 0.832 -1.563
H -0.324 0.733 -3.202
O -1.039 -1.898 -1.594
H -0.585 -1.035 -1.922
H -0.826 -2.765 -1.924

Quick look at the Mulliken charges, all values in e: -0.61, 0.32, 0.34, -0.63, 0.26, 0.43, -0.74, 0.45, 0.28, -0.67, 0.26, 0.34, -0.62, 0.31, 0.30, -0.69, 0.37, 0.29, -0.65, 0.35, 0.31

---

(5)
Entry from the Open Molecules 2025 dataset: a 7-piece molecular cluster, H14O7 overall in a non-equilibrium geometry (the ωB97M-V functional and the def2-TZVPD basis).

Output
- Structure (SMILES): O.O.O.O.O.O.O
- Energy above the lowest of the compared OMol25 structures with the same formula, charge and spin: 192.1 kJ/mol

Cartesian coordinates (Å):
O 17.526 4.317 24.740
H 17.283 4.232 25.647
H 18.512 3.994 24.703
O 15.575 6.168 23.716
H 16.053 5.317 23.889
H 16.115 6.698 24.291
O 13.444 4.751 25.300
H 13.061 3.979 25.666
H 14.111 4.356 24.740
O 15.484 6.248 26.799
H 14.721 6.270 26.208
H 15.211 6.905 27.380
O 15.165 1.166 28.334
H 14.674 1.673 27.713
H 15.904 0.950 27.825
O 16.299 3.705 26.894
H 16.800 3.708 27.713
H 15.984 4.563 26.691
O 16.637 1.669 24.484
H 15.934 1.724 25.158
H 17.052 2.587 24.441

Quick look at the Mulliken charges, all values in e: -0.81, 0.47, 0.33, -0.63, 0.35, 0.31, -0.59, 0.30, 0.29, -0.65, 0.32, 0.27, -0.61, 0.29, 0.31, -0.63, 0.31, 0.35, -0.67, 0.26, 0.43

---

(6)
Entry from the Open Molecules 2025 dataset: a 7-piece molecular cluster, H14O7 overall in a non-equilibrium geometry (the ωB97M-V functional and the def2-TZVPD basis).

Output
- Structure (SMILES): O.O.O.O.O.O.O
- Energy above the lowest of the compared OMol25 structures with the same formula, charge and spin: 142.4 kJ/mol

Cartesian coordinates (Å):
O 12.330 -0.937 12.588
H 11.884 -0.478 13.391
H 13.254 -0.889 12.718
O 11.156 -6.125 15.407
H 11.279 -5.218 15.061
H 10.586 -5.945 16.141
O 14.934 -4.274 12.953
H 15.693 -4.464 12.420
H 14.375 -5.012 12.845
O 12.755 -1.369 15.800
H 13.326 -1.698 16.532
H 12.155 -0.752 16.261
O 14.933 -1.508 12.495
H 14.476 -1.464 11.644
H 14.937 -2.438 12.701
O 12.329 -3.647 14.474
H 13.182 -3.784 14.074
H 12.467 -2.787 14.874
O 13.564 -6.653 13.467
H 13.084 -6.461 14.257
H 13.280 -7.539 13.287

Quick look at the Mulliken charges, all values in e: -0.63, 0.29, 0.39, -0.64, 0.37, 0.29, -0.70, 0.30, 0.30, -0.66, 0.30, 0.31, -0.72, 0.32, 0.40, -0.63, 0.31, 0.42, -0.65, 0.33, 0.29

---

(7)
Entry from the Open Molecules 2025 dataset: a 7-piece molecular cluster, H14O7 overall (the ωB97M-V functional and the def2-TZVPD basis).

Output
- Structure (SMILES): O.O.O.O.O.O.O
- Energy above the lowest of the compared OMol25 structures with the same formula, charge and spin: 122.0 kJ/mol

Cartesian coordinates (Å):
O -2.282 0.932 1.812
H -2.205 1.842 2.130
H -2.096 0.378 2.585
O 1.853 -0.920 -2.505
H 2.270 -1.168 -1.671
H 2.192 -1.554 -3.148
O 1.633 -1.866 1.670
H 1.139 -1.056 1.403
H 2.442 -1.856 1.150
O -0.963 -0.184 -2.351
H -1.222 0.097 -3.236
H -0.064 -0.545 -2.457
O 2.105 2.408 1.385
H 2.045 2.084 2.289
H 1.911 1.632 0.841
O -3.071 -0.788 -0.383
H -2.854 -0.160 0.325
H -2.551 -0.504 -1.153
O 0.239 0.361 0.654
H 0.147 0.304 -0.307
H -0.666 0.563 0.969

Quick look at the Mulliken charges, all values in e: -0.75, 0.32, 0.34, -0.66, 0.31, 0.30, -0.65, 0.42, 0.28, -0.67, 0.30, 0.38, -0.64, 0.31, 0.33, -0.65, 0.35, 0.36, -0.67, 0.34, 0.35

---

(8)
Entry from the Open Molecules 2025 dataset: a 7-piece molecular cluster, H14O7 overall (the ωB97M-V functional and the def2-TZVPD basis).

Output
- Structure (SMILES): O.O.O.O.O.O.O
- Energy above the lowest of the compared OMol25 structures with the same formula, charge and spin: 150.1 kJ/mol

Cartesian coordinates (Å):
O -0.091 -3.174 -1.050
H -0.911 -2.862 -0.666
H 0.496 -3.287 -0.303
O 0.295 -0.823 3.074
H 0.095 -0.697 2.147
H -0.557 -0.795 3.510
O -1.825 -0.680 -0.482
H -2.649 -0.249 -0.708
H -1.701 -1.336 -1.169
O 0.712 0.140 0.111
H -0.147 -0.194 -0.148
H 0.554 1.056 0.340
O -0.253 2.931 0.374
H -0.602 2.842 1.261
H 0.484 3.536 0.466
O 2.912 -1.378 0.456
H 2.073 -0.927 0.554
H 3.130 -1.281 -0.471
O -0.947 2.120 -2.482
H -0.413 2.545 -3.154
H -0.656 2.515 -1.660

Quick look at the Mulliken charges, all values in e: -0.63, 0.30, 0.33, -0.63, 0.31, 0.31, -0.67, 0.28, 0.29, -0.65, 0.41, 0.34, -0.68, 0.30, 0.32, -0.63, 0.39, 0.30, -0.60, 0.30, 0.32

---

(9)
Entry from the Open Molecules 2025 dataset: a 7-piece molecular cluster, H14O7 overall (the ωB97M-V functional and the def2-TZVPD basis).

Output
- Structure (SMILES): O.O.O.O.O.O.O
- Energy above the lowest of the compared OMol25 structures with the same formula, charge and spin: 163.6 kJ/mol

Cartesian coordinates (Å):
O 3.195 -0.181 1.552
H 4.099 -0.379 1.814
H 3.152 -0.416 0.619
O 0.985 1.245 2.600
H 0.963 2.127 2.221
H 1.614 0.749 2.052
O -0.049 -0.615 0.069
H -0.898 -0.450 -0.354
H 0.450 0.204 -0.052
O -3.044 -1.696 -3.332
H -2.743 -1.147 -2.602
H -3.869 -1.291 -3.615
O 0.256 -3.497 0.235
H -0.127 -3.817 1.056
H 0.248 -2.534 0.319
O 0.477 2.236 -0.534
H 1.268 2.640 -0.162
H 0.418 2.593 -1.427
O -2.328 1.437 -0.493
H -2.695 1.331 0.390
H -1.372 1.460 -0.357

Quick look at the Mulliken charges, all values in e: -0.65, 0.29, 0.32, -0.58, 0.29, 0.30, -0.62, 0.27, 0.40, -0.63, 0.31, 0.32, -0.63, 0.31, 0.37, -0.62, 0.28, 0.28, -0.65, 0.35, 0.29

---

(10)
Entry from the Open Molecules 2025 dataset: a 7-piece molecular cluster, H14O7 overall in a non-equilibrium geometry (the ωB97M-V functional and the def2-TZVPD basis).

Output
- Structure (SMILES): O.O.O.O.O.O.O
- Energy above the lowest of the compared OMol25 structures with the same formula, charge and spin: 151.8 kJ/mol

Cartesian coordinates (Å):
O 0.091 -1.830 -1.641
H 0.713 -1.440 -1.040
H 0.447 -2.715 -1.747
O 0.613 2.133 -1.456
H 0.539 2.960 -1.890
H 0.016 1.586 -1.962
O -0.904 0.551 -3.083
H -0.859 -0.326 -2.631
H -0.454 0.448 -3.938
O -1.088 -1.162 3.767
H -1.325 -0.510 3.083
H -1.169 -1.979 3.224
O 1.375 -1.795 1.226
H 2.119 -1.864 0.642
H 0.803 -1.064 1.031
O 0.629 1.933 1.565
H 0.287 2.672 1.064
H 0.135 2.018 2.416
O -0.686 -0.180 0.703
H -0.987 -0.120 -0.163
H -0.296 0.684 0.829

Quick look at the Mulliken charges, all values in e: -0.61, 0.28, 0.31, -0.61, 0.31, 0.36, -0.72, 0.35, 0.33, -0.63, 0.31, 0.31, -0.64, 0.29, 0.38, -0.72, 0.33, 0.34, -0.68, 0.22, 0.50

---

Number 1: calculated total energy -14559.440 eV, molecular weight 126.10 g/mol, HOMO level -0.369 Ha. Number 2: calculated total energy -14558.033 eV, molecular weight 126.10 g/mol, HOMO level -0.381 Ha. Number 3: calculated total energy -14560.578 eV, molecular weight 126.10 g/mol, HOMO level -0.397 Ha. Number 4: calculated total energy -14557.281 eV, molecular weight 126.10 g/mol, HOMO level -0.376 Ha. Number 5: calculated total energy -14559.471 eV, molecular weight 126.10 g/mol, HOMO level -0.405 Ha. Number 6: calculated total energy -14559.986 eV, molecular weight 126.10 g/mol, HOMO level -0.386 Ha. Number 7: calculated total energy -14560.197 eV, molecular weight 126.10 g/mol, HOMO level -0.386 Ha. Number 8: calculated total energy -14559.906 eV, molecular weight 126.10 g/mol, HOMO level -0.382 Ha. Number 9: calculated total energy -14559.765 eV, molecular weight 126.10 g/mol, HOMO level -0.392 Ha. Number 10: calculated total energy -14559.888 eV, molecular weight 126.10 g/mol, HOMO level -0.399 Ha.